(1)
# C13H24N2O3

C13H24N2O3 in the gas phase at a distorted geometry (the ωB97M-V functional and the def2-TZVPD basis, the OMol25 dataset).

```
42
Properties=species:S:1:pos:R:3:lowdin_charge:R:1
C -1.893 -3.118 -5.159 -0.13
O -2.713 -2.657 -4.194 -0.13
C -2.108 -3.091 -3.003 -0.20
C -3.058 -2.463 -1.772 -0.13
H -2.759 -2.626 -0.819 0.06
H -4.056 -2.858 -1.754 0.11
C -3.183 -0.975 -1.535 -0.06
N -1.793 -0.205 -1.601 0.13
C -1.340 0.242 -0.387 -0.29
O -2.079 0.179 0.677 -0.02
C 0.242 0.615 -0.464 -0.39
O 0.828 0.699 -1.508 0.10
N 0.297 1.320 0.696 0.16
H -0.157 1.063 1.449 0.04
C 1.775 1.812 0.905 -0.17
C 1.691 3.103 1.598 -0.19
C 0.917 3.251 2.919 -0.08
C 1.830 2.369 3.937 -0.06
C 1.954 0.898 3.226 -0.22
C 2.585 0.737 2.063 -0.45
C 2.627 -0.527 1.499 -0.14
H 1.736 -1.160 1.659 0.08
H 3.105 -0.767 0.514 0.10
H 3.291 -1.329 2.323 0.16
H 3.726 1.350 1.826 0.23
H 2.473 0.303 4.010 0.12
H 0.737 0.592 3.417 0.21
H 1.527 2.397 4.727 -0.06
H 2.884 2.747 4.061 0.14
H 1.026 4.233 3.214 0.09
H 0.132 2.910 2.748 -0.02
H 1.107 3.860 0.700 0.19
H 2.719 3.520 1.456 0.12
H 2.195 1.743 0.054 0.05
H -1.199 -0.226 -2.241 0.01
H -3.356 -0.743 -2.788 0.18
H -3.762 -0.493 -1.070 -0.01
H -1.080 -2.836 -2.562 0.14
H -2.022 -4.117 -2.791 0.09
H -0.675 -2.698 -5.034 0.18
H -1.934 -4.259 -5.142 0.13
H -2.235 -2.795 -5.854 -0.07
```

## Properties
- SMILES = COCCCNC(=O)C(=O)N[C@H]1CCCC[C@H]1C
- relative energy (zero: lowest compared OMol25 entry of this formula, charge and spin) (kcal/mol) = 401.54
- charge = 0
- LUMO energy (eV) = 0.79
- HOMO level (Ha) = -0.3266

---

(2)
# C6H14N8

A gas-phase ion, C6H14N8 (charge +2) at a distorted geometry (the ωB97M-V functional and the def2-TZVPD basis, the OMol25 dataset).

```
28
Properties=species:S:1:pos:R:3:lowdin_charge:R:1
C 1.272 -1.735 -0.591 -0.04
C -2.045 -0.297 -1.255 -0.06
C 1.522 0.478 -1.419 -0.07
C -2.007 -1.121 0.923 -0.12
C 2.239 -0.035 0.893 -0.24
C -1.652 1.285 0.430 -0.11
N 1.970 -0.495 -0.476 -0.10
N -2.294 0.043 0.122 -0.08
N -0.157 -1.422 -0.389 -0.02
N -0.596 -0.497 -1.358 0.02
N -0.824 -1.796 0.560 0.24
N 0.061 0.713 -1.276 0.00
N 1.043 0.260 1.531 0.18
N -0.321 1.455 -0.172 0.16
H 1.397 -2.160 -1.593 0.16
H 1.590 -2.450 0.173 0.16
H -2.564 -1.210 -1.552 0.16
H -2.333 0.507 -1.935 0.17
H 2.051 1.425 -1.311 0.16
H 1.660 0.101 -2.436 0.16
H -1.891 -0.878 1.991 0.17
H -2.844 -1.840 0.889 0.18
H 2.767 -0.841 1.444 0.17
H 2.979 0.779 0.839 0.15
H -2.302 2.097 0.066 0.17
H -1.545 1.405 1.514 0.15
H 1.151 0.897 2.315 0.10
H 0.020 2.411 -0.213 0.19
```

## Properties
- relative energy (zero: lowest compared OMol25 entry of this formula, charge and spin) (kcal/mol) = 30.44
- charge = +2
- LUMO energy (spin up / spin down) (eV) = -10.26 / -9.01
- HOMO level (spin up / spin down) (Ha) = -0.6618 / -0.6458